1.
The molecule C4H6N2O3. Source: OMol25; level of theory: the ωB97M-V functional and the def2-TZVPD basis.

Last column: Löwdin charge in e.
Positions of all 15 atoms, in Å:
H (-1.959, 1.513, 0.913)  0.07
N (-1.033, 1.745, 0.551)  0.17
C (-0.470, 0.792, -0.044)  -0.29
C (0.889, 0.891, -0.657)  -0.04
C (1.461, -0.294, 0.101)  -0.46
O (0.910, -1.377, 0.317)  0.10
O (2.756, -0.197, 0.422)  0.13
C (-1.117, -0.695, -0.428)  -0.51
N (-1.782, -1.250, 0.626)  0.15
O (-1.412, -0.865, -1.589)  0.08
H (1.376, 1.842, -0.432)  0.13
H (0.863, 0.663, -1.724)  0.15
H (3.178, 0.586, 0.042)  0.12
H (-1.294, -1.311, 1.505)  0.10
H (-2.366, -2.042, 0.396)  0.11

LUMO   0.395 eV
HOMO level   -9.301 eV
ΔE to the lowest compared entry with this formula, charge and spin   149.8 kJ/mol
SMILES   [H]/N=C(/CC(=O)O)C(N)=O
2S+1   1
Charge   0

=====

2.
The molecule C4H6N2O3S. Source: OMol25; level of theory: the ωB97M-V functional and the def2-TZVPD basis.

Last column: Löwdin charge in e.
Positions of all 16 atoms, in Å:
C (1.722, -1.006, 0.564)  -0.14
C (-1.334, -0.655, -0.388)  -0.65
C (-0.479, 1.094, 0.708)  -0.34
C (0.713, 1.560, -0.139)  -0.31
N (-0.749, -0.289, 0.798)  0.01
N (-1.733, -2.006, -0.294)  0.13
O (2.074, -2.080, 0.650)  0.20
O (-1.552, 0.069, -1.369)  0.00
O (2.950, 0.553, -1.188)  -0.48
S (2.348, 0.793, 0.155)  1.02
H (-0.377, 1.368, 1.840)  0.13
H (-1.452, 1.616, 0.286)  0.16
H (0.335, 1.471, -1.090)  0.06
H (0.960, 2.574, -0.080)  0.07
H (-1.876, -2.363, 0.577)  0.03
H (-1.551, -2.698, -1.029)  0.10

LUMO (alpha / beta)   -1.944 / -1.799 eV
HOMO level (alpha / beta)   -8.434 / -8.747 eV
ΔE to the lowest compared entry with this formula, charge and spin   321.5 kJ/mol
2S+1   1
Charge   0

=====

3.
The molecule C4H6N2OS. Source: OMol25; level of theory: the ωB97M-V functional and the def2-TZVPD basis.

Last column: Löwdin charge in e.
Positions of all 14 atoms, in Å:
O (2.764, -1.356, 0.038)  -0.06
N (1.475, -1.666, -0.048)  0.03
C (0.578, -0.763, -0.112)  -0.38
N (-0.772, -1.103, -0.262)  0.03
C (-1.602, 0.018, 0.222)  -0.18
C (-0.763, 1.240, -0.145)  -0.17
C (0.677, 0.708, -0.080)  -0.65
S (2.005, 1.634, -0.015)  0.81
H (2.868, -0.352, 0.043)  0.00
H (-1.016, -1.991, 0.071)  0.11
H (-1.741, -0.070, 1.266)  0.10
H (-2.599, 0.056, -0.264)  0.12
H (-0.938, 2.122, 0.477)  0.12
H (-0.936, 1.524, -1.191)  0.13

LUMO   -1.048 eV
HOMO level   -8.596 eV
ΔE to the lowest compared entry with this formula, charge and spin   327.1 kJ/mol
SMILES   O/N=C1/NCCC1=S
2S+1   1
Charge   0

=====

4.
The molecule C4H6N2OS. Source: OMol25; level of theory: the ωB97M-V functional and the def2-TZVPD basis.

Last column: Löwdin charge in e.
Positions of all 14 atoms, in Å:
C (2.381, -0.273, -0.086)  -0.23
N (1.073, -0.544, 0.394)  -0.32
S (0.023, 0.570, 0.373)  0.79
O (0.495, 1.971, 0.384)  -0.39
C (-0.972, 0.214, -1.080)  -0.14
C (-2.070, -0.495, -0.748)  -0.16
N (-2.445, -0.484, 0.649)  0.01
C (-1.713, 0.054, 1.481)  -0.05
H (2.307, 0.679, -0.669)  0.07
H (2.755, -1.128, -0.655)  0.07
H (3.123, -0.176, 0.765)  0.09
H (-0.482, 0.499, -1.989)  0.09
H (-2.670, -1.186, -1.303)  0.10
H (-1.806, 0.301, 2.484)  0.07

LUMO   -0.568 eV
HOMO level   -8.729 eV
ΔE to the lowest compared entry with this formula, charge and spin   587.0 kJ/mol
SMILES   CN=[S@@]1(=O)C=CN=C1
2S+1   1
Charge   0

=====

5.
A 2-piece molecular cluster, C4H6N2OS overall. Source: OMol25; level of theory: the ωB97M-V functional and the def2-TZVPD basis.

Last column: Löwdin charge in e.
Positions of all 14 atoms, in Å:
C (0.192, 1.206, -1.775)  -0.39
C (0.334, 2.204, 0.549)  -0.16
C (0.333, 0.998, 1.149)  -0.18
C (-0.114, -1.318, 1.069)  -0.66
H (1.723, 0.086, -0.862)  0.10
H (-0.599, 1.397, -2.714)  0.15
H (-1.383, 2.630, -1.196)  0.28
H (0.551, 3.232, 1.007)  0.15
H (0.703, 0.816, 2.053)  0.08
H (0.444, -1.175, 2.015)  0.08
N (1.168, 0.378, -1.786)  0.05
N (-0.007, 2.102, -0.736)  -0.08
O (-0.145, -0.048, 0.537)  -0.14
S (-0.804, -2.657, 0.444)  0.71

LUMO   -0.670 eV
HOMO level   -8.596 eV
ΔE to the lowest compared entry with this formula, charge and spin   707.8 kJ/mol
2S+1   1
Charge   0

=====

6.
A 2-piece molecular cluster, C4H6N2OS overall. Source: OMol25; level of theory: the ωB97M-V functional and the def2-TZVPD basis.

Last column: Löwdin charge in e.
Positions of all 14 atoms, in Å:
C (1.058, -0.978, -0.805)  -0.11
C (0.845, 0.752, 0.568)  -0.04
C (0.336, -0.535, 0.345)  -0.35
C (-0.667, -1.212, 1.045)  0.02
N (1.905, -0.070, -1.215)  0.04
N (1.768, 0.967, -0.382)  -0.02
O (-2.388, 1.371, -0.307)  -0.62
S (-2.842, -0.218, -0.348)  0.56
H (0.952, -1.918, -1.309)  0.11
H (0.595, 1.483, 1.310)  0.13
H (-0.912, -2.223, 0.782)  0.06
H (-1.077, -0.801, 1.948)  0.06
H (2.329, 1.794, -0.521)  0.16
H (-1.903, 1.587, -1.111)  0.01

LUMO (alpha / beta)   -0.907 / -0.909 eV
HOMO level (alpha / beta)   -7.528 / -7.524 eV
ΔE to the lowest compared entry with this formula, charge and spin   415.4 kJ/mol
2S+1   1
Charge   0

=====

7.
The molecule C4H6N2OS. Source: OMol25; level of theory: the ωB97M-V functional and the def2-TZVPD basis.

Last column: Löwdin charge in e.
Positions of all 14 atoms, in Å:
C (1.067, -1.175, 0.621)  -0.23
C (0.089, -1.665, -0.323)  -0.33
C (0.680, 1.265, 0.430)  -0.29
C (-0.871, 1.601, 0.729)  -0.10
N (1.311, 0.063, 0.991)  0.05
N (-0.400, 1.134, -0.481)  -0.14
O (-1.119, -2.427, -2.317)  -0.60
S (-0.383, -1.166, -1.913)  0.98
H (1.578, -2.057, 1.104)  0.12
H (-0.216, -2.658, 0.007)  0.07
H (1.520, 2.041, 0.328)  0.15
H (-1.245, 0.788, 1.391)  0.11
H (-1.429, 2.547, 0.751)  0.11
H (-0.583, 1.710, -1.320)  0.13

LUMO (alpha / beta)   -0.978 / -1.076 eV
HOMO level (alpha / beta)   -8.652 / -8.705 eV
ΔE to the lowest compared entry with this formula, charge and spin   581.4 kJ/mol
2S+1   1
Charge   0

=====

8.
A 2-piece molecular cluster, C4H6N2OS overall. Source: OMol25; level of theory: the ωB97M-V functional and the def2-TZVPD basis.

Last column: Löwdin charge in e.
Positions of all 14 atoms, in Å:
C (2.860, -0.081, 0.498)  -0.04
C (1.553, -0.640, 0.515)  -0.03
N (0.603, -1.269, 0.218)  -0.10
O (-0.397, -1.925, -0.092)  -0.06
H (3.610, -0.760, 0.276)  0.07
H (2.844, 0.740, -0.128)  0.06
H (3.030, 0.428, 1.486)  0.11
N (-0.286, 1.870, 0.088)  0.16
C (-1.126, 1.316, -0.439)  -0.31
C (-2.278, 0.574, -0.866)  -0.49
S (-3.125, -0.138, 0.614)  0.75
H (-2.971, 1.166, -1.339)  0.05
H (-2.067, -0.173, -1.503)  0.03
H (-2.251, -1.107, 0.671)  -0.19

LUMO   0.742 eV
HOMO level   -9.436 eV
ΔE to the lowest compared entry with this formula, charge and spin   471.3 kJ/mol
SMILES   CC#[N+][O-].N#CCS
2S+1   1
Charge   0

=====

9.
The molecule C4H6N2S. Source: OMol25; level of theory: the ωB97M-V functional and the def2-TZVPD basis.

Last column: Löwdin charge in e.
Positions of all 13 atoms, in Å:
C (-0.202, 1.658, -0.005)  -0.07
C (0.156, 0.196, 0.001)  -0.28
C (1.400, -0.384, 0.002)  -0.07
N (1.206, -1.721, -0.003)  -0.04
N (-0.088, -2.071, -0.002)  0.01
C (-0.727, -0.920, -0.008)  -0.68
S (-2.501, -0.923, 0.000)  0.79
H (-0.796, 1.941, 0.869)  0.08
H (0.719, 2.269, -0.005)  0.08
H (-0.792, 1.953, -0.871)  0.07
H (2.366, 0.055, 0.017)  0.11
H (1.887, -2.455, -0.004)  0.15
H (-2.629, 0.402, 0.010)  -0.16

LUMO   0.851 eV
HOMO level   -8.428 eV
ΔE to the lowest compared entry with this formula, charge and spin   66.7 kJ/mol
SMILES   Cc1c[nH]nc1S
2S+1   1
Charge   0

=====

10.
The molecule C4H6N2S. Source: OMol25; level of theory: the ωB97M-V functional and the def2-TZVPD basis.

Last column: Löwdin charge in e.
Positions of all 13 atoms, in Å:
N (2.969, -1.504, 0.044)  0.12
C (2.200, -0.647, -0.154)  -0.25
C (1.296, 0.484, -0.293)  -0.08
C (0.038, 0.491, 0.124)  -0.43
N (-0.837, 1.535, 0.135)  0.10
C (-0.576, -0.829, 0.567)  -0.52
S (-2.156, -1.243, -0.178)  0.73
H (1.796, 1.393, -0.663)  0.11
H (-0.574, 2.423, -0.285)  0.11
H (-1.842, 1.386, 0.087)  0.07
H (0.133, -1.615, 0.454)  0.05
H (-0.781, -0.713, 1.610)  0.07
H (-1.665, -1.161, -1.450)  -0.10

LUMO   0.610 eV
HOMO level   -9.007 eV
ΔE to the lowest compared entry with this formula, charge and spin   88.2 kJ/mol
SMILES   N#C/C=C(/N)CS
2S+1   1
Charge   0

=====

11.
The molecule C4H6N2S. Source: OMol25; level of theory: the ωB97M-V functional and the def2-TZVPD basis.

Last column: Löwdin charge in e.
Positions of all 13 atoms, in Å:
C (-0.098, -1.546, 0.983)  -0.05
C (-0.199, -0.279, 0.335)  -0.42
C (-1.123, 0.765, 0.327)  -0.05
C (-0.558, 1.704, -0.461)  -0.21
N (0.492, 1.298, -1.124)  -0.04
N (0.622, 0.080, -0.631)  -0.51
S (1.737, -0.825, -1.714)  0.69
H (-0.870, -1.415, 1.848)  0.12
H (0.923, -1.604, 1.505)  0.12
H (-0.315, -2.349, 0.280)  0.08
H (-2.002, 0.797, 1.068)  0.13
H (-0.873, 2.689, -0.647)  0.09
H (2.266, 0.687, -1.769)  0.04

LUMO   0.241 eV
HOMO level   -8.800 eV
ΔE to the lowest compared entry with this formula, charge and spin   311.1 kJ/mol
SMILES   Cc1ccnn1S
2S+1   1
Charge   0

=====

12.
The molecule C4H6N2S. Source: OMol25; level of theory: the ωB97M-V functional and the def2-TZVPD basis.

Last column: Löwdin charge in e.
Positions of all 13 atoms, in Å:
S (-2.515, -0.110, 1.790)  0.67
N (-0.986, -0.846, 1.503)  -0.34
C (-0.312, -0.402, 0.485)  -0.49
C (0.902, -1.073, -0.061)  -0.03
C (1.450, -0.322, -0.978)  -0.06
C (0.692, 1.005, -1.110)  -0.18
N (-0.386, 0.800, -0.204)  0.01
H (-2.872, -0.884, 2.804)  -0.17
H (1.279, -1.998, 0.376)  0.12
H (2.311, -0.602, -1.599)  0.11
H (0.364, 1.194, -2.132)  0.12
H (1.287, 1.825, -0.768)  0.11
H (-1.215, 1.413, -0.106)  0.13

LUMO   0.885 eV
HOMO level   -7.810 eV
ΔE to the lowest compared entry with this formula, charge and spin   136.2 kJ/mol
SMILES   S/N=C1/C=CCN1
2S+1   1
Charge   0

=====

13.
The molecule C4H6N2S. Source: OMol25; level of theory: the ωB97M-V functional and the def2-TZVPD basis.

Last column: Löwdin charge in e.
Positions of all 13 atoms, in Å:
C (-0.646, 1.485, -0.406)  -0.18
C (-1.298, 1.328, 0.761)  -0.09
C (-0.219, -0.501, 0.590)  -0.39
C (0.353, -1.788, 0.750)  -0.03
N (0.156, 0.349, -0.573)  -0.14
N (-0.951, 0.180, 1.338)  0.10
S (1.151, 0.817, -2.426)  0.46
H (-0.712, 2.390, -1.029)  0.11
H (-1.851, 1.959, 1.291)  0.08
H (-0.255, -2.445, 1.460)  0.12
H (1.450, -1.648, 0.750)  0.11
H (0.380, -2.463, -0.122)  0.09
H (2.441, 0.337, -2.384)  -0.25

LUMO (alpha / beta)   0.844 / -2.762 eV
HOMO level (alpha / beta)   -7.285 / -8.240 eV
ΔE to the lowest compared entry with this formula, charge and spin   34.7 kJ/mol
2S+1   3
Charge   0

=====

14.
The molecule C4H6N2S2. Source: OMol25; level of theory: the ωB97M-V functional and the def2-TZVPD basis.

Last column: Löwdin charge in e.
Positions of all 14 atoms, in Å:
N (-2.523, 1.852, -0.412)  -0.45
S (-2.403, 0.686, 0.681)  0.51
S (-1.797, -1.042, -0.508)  0.57
C (-0.081, -0.863, -0.042)  -0.71
C (0.667, -1.244, 1.051)  -0.15
C (1.994, -0.916, 0.841)  -0.12
C (2.076, -0.298, -0.377)  -0.11
N (0.823, -0.280, -0.944)  0.03
H (-3.383, 1.960, -0.910)  0.03
H (-2.071, 2.667, -0.189)  -0.01
H (0.236, -1.786, 1.996)  0.14
H (2.892, -1.007, 1.462)  0.11
H (2.823, 0.045, -0.889)  0.05
H (0.748, 0.224, -1.759)  0.11

LUMO   0.507 eV
HOMO level   -7.828 eV
ΔE to the lowest compared entry with this formula, charge and spin   143.3 kJ/mol
SMILES   NSSc1ccc[nH]1
2S+1   1
Charge   0

=====

15.
The molecule C4H6N2S2. Source: OMol25; level of theory: the ωB97M-V functional and the def2-TZVPD basis.

Last column: Löwdin charge in e.
Positions of all 14 atoms, in Å:
S (0.588, 0.298, -1.672)  0.72
C (-1.163, 0.071, -1.227)  -0.54
C (-1.136, -0.969, -0.079)  -0.35
N (-0.068, -1.644, 0.452)  0.03
C (0.985, -1.127, 1.053)  -0.34
N (1.226, 0.083, 1.473)  -0.32
S (0.148, 1.263, 1.025)  0.83
C (-1.293, 0.506, 0.177)  -0.55
H (0.113, -0.268, -2.944)  -0.05
H (-1.978, 0.080, -1.968)  0.11
H (-2.060, -1.540, 0.183)  0.16
H (0.191, -2.440, 0.059)  0.09
H (1.770, -1.666, 1.298)  0.08
H (-2.264, 0.907, 0.702)  0.14

LUMO   0.499 eV
HOMO level   -7.814 eV
ΔE to the lowest compared entry with this formula, charge and spin   334.1 kJ/mol
SMILES   S[C@H]1[C@H]2NC=NS[C@@H]12
2S+1   1
Charge   0

=====

16.
The molecule C4H6N2S2. Source: OMol25; level of theory: the ωB97M-V functional and the def2-TZVPD basis.

Last column: Löwdin charge in e.
Positions of all 14 atoms, in Å:
C (-0.258, 2.579, -1.065)  -0.62
S (-1.042, 1.395, -2.066)  0.46
S (0.486, -0.395, -1.921)  0.65
N (0.366, -0.929, -0.353)  -0.63
C (-0.213, -2.164, 0.084)  -0.11
C (-0.068, -2.087, 1.405)  -0.11
C (0.578, -0.844, 1.692)  -0.17
N (0.838, -0.180, 0.607)  -0.01
H (-1.037, 3.273, -0.469)  0.08
H (0.394, 3.282, -1.751)  0.06
H (0.348, 2.065, -0.271)  0.00
H (-0.724, -2.772, -0.755)  0.14
H (-0.411, -2.891, 2.180)  0.14
H (0.742, -0.332, 2.683)  0.12

LUMO   -0.486 eV
HOMO level   -8.937 eV
ΔE to the lowest compared entry with this formula, charge and spin   243.6 kJ/mol
SMILES   CSSn1cccn1
2S+1   1
Charge   0

=====

17.
The molecule C4H6N2S2. Source: OMol25; level of theory: the ωB97M-V functional and the def2-TZVPD basis.

Last column: Löwdin charge in e.
Positions of all 14 atoms, in Å:
N (2.610, 0.051, -0.002)  0.09
C (1.210, -0.092, -0.028)  -0.39
C (0.393, -1.204, -0.037)  -0.06
C (-0.958, -0.727, -0.042)  -0.66
S (-2.377, -1.765, -0.032)  0.77
C (-0.910, 0.645, -0.026)  -0.70
S (-2.192, 1.839, -0.117)  0.78
N (0.431, 1.008, -0.034)  0.07
H (2.980, 0.183, -0.926)  0.08
H (3.023, -0.782, 0.421)  0.09
H (0.724, -2.249, -0.060)  0.11
H (-3.250, -0.815, -0.364)  -0.16
H (-2.414, 1.974, 1.185)  -0.14
H (0.731, 1.934, 0.060)  0.13

LUMO   0.749 eV
HOMO level   -7.852 eV
ΔE to the lowest compared entry with this formula, charge and spin   33.5 kJ/mol
SMILES   Nc1cc(S)c(S)[nH]1
2S+1   1
Charge   0